(1)
The following is a quantum chemistry calculation of C28H21N3O2RuS as an isolated structure in a non-equilibrium geometry, from the Open Molecules 2025 dataset.

Geometry (Å):
Ru: 0.32270 -0.17582 -0.26154
O: 1.63819 -0.94852 1.00706
C: 2.36468 -2.02284 0.96398
C: 3.01489 -2.43640 2.13397
C: 3.90686 -3.49958 2.13711
C: 4.15575 -4.19568 0.96042
C: 3.47454 -3.86727 -0.19069
C: 2.54308 -2.80439 -0.24179
C: 1.84755 -2.56912 -1.43987
N: 0.97425 -1.58310 -1.66712
N: 0.41403 -1.47395 -2.85083
C: -0.47198 -0.49745 -2.96232
O: -0.75480 0.28384 -1.94472
C: -1.13369 -0.32905 -4.23580
C: -1.89945 0.81130 -4.52373
C: -2.56881 0.91426 -5.72309
C: -2.50840 -0.10698 -6.66357
C: -1.72958 -1.22958 -6.39847
C: -1.04356 -1.33813 -5.21076
H: 2.83120 -1.86571 3.03288
H: 4.41898 -3.76808 3.04857
H: 4.88186 -4.99700 0.94251
H: 3.65948 -4.41129 -1.10613
H: 1.99138 -3.26321 -2.26614
H: -1.93669 1.61210 -3.80016
H: -3.14847 1.80221 -5.93555
H: -3.03704 -0.02162 -7.60305
H: -1.66368 -2.02612 -7.12829
H: -0.42693 -2.19690 -4.99565
C: -1.33562 -1.54664 0.49714
C: -1.31856 -0.82350 1.71572
C: -0.66154 -1.33510 2.87256
C: -0.65561 -0.64005 4.04716
C: -1.32268 0.59735 4.15094
C: -2.00020 1.10965 3.02742
C: -2.01490 0.41232 1.85197
C: -1.35763 1.26695 5.37503
N: -1.41444 1.78879 6.40208
H: -2.15781 -1.35270 -0.19054
H: -1.02088 -2.58612 0.53640
H: -0.16220 -2.29317 2.80285
H: -0.14853 -1.03749 4.91650
H: -2.51149 2.05950 3.10762
H: -2.57531 0.77946 0.99835
S: 1.29238 2.00685 -0.09319
C: 0.55807 3.18202 0.97104
C: 1.36743 3.88521 1.86332
C: 0.82551 4.87217 2.66081
C: -0.52148 5.18343 2.57354
C: -1.32619 4.48982 1.68318
C: -0.79416 3.50036 0.87931
H: 2.41475 3.63518 1.92386
H: 1.45468 5.40248 3.36148
H: -0.93938 5.96753 3.19047
H: -2.38040 4.72394 1.62205
H: -1.41016 2.95581 0.17570

Atoms 1-3, force components in eV/Å:
Ru 0.6 -3.1 -0.3
O 0.0 -0.1 1.1
C -0.5 0.2 -1.3

Values from the calculation:
Kohn-Sham gap (spin up / spin down)   6.113 / 6.322 eV
Total charge   -1
Energy relative to the best compared isomer or geometry (same formula, charge and spin)   31.1 kcal/mol
Spin multiplicity   2
Expectation value of S²   0.785
LUMO (spin up / spin down)   1.93 / 2.27 eV
Largest force on an atom   0.0697 hartree/bohr


(2)
The following is a quantum chemistry calculation of an isolated ion of composition C14H22F8N3O2 and charge +1 in a non-equilibrium geometry, from the Open Molecules 2025 dataset.

Geometry (Å):
C: -1.74728 2.49740 -0.95677
C: -2.92944 1.45939 -0.49592
C: -3.20348 0.46737 -1.81440
C: -2.53499 0.45737 0.74013
C: -1.84767 1.24865 2.04322
N: -0.34248 1.11426 1.84465
C: 0.30761 0.86164 3.19213
N: 1.41154 0.02517 3.30637
C: 1.98946 -0.65466 2.08430
C: 2.91662 0.30574 1.12589
O: 2.16155 0.69259 -0.07583
C: 2.85074 0.31483 -1.31893
C: 2.49015 -1.22202 -1.84545
F: 3.45980 -1.47635 -2.97348
F: 2.82652 -2.21832 -0.79186
C: 0.92022 -1.42663 -2.26871
F: 0.44534 -0.28642 -3.13826
F: 0.13238 -1.29121 -1.00859
C: 0.54451 -2.90436 -2.86899
F: -0.94974 -2.90002 -3.09062
F: 0.80923 -4.03662 -1.92703
C: 1.21781 -3.26464 -4.31802
F: 2.51455 -4.00263 -4.18706
F: 1.44070 -2.10954 -5.21710
N: -0.35994 1.55313 4.39545
C: -1.80958 1.11419 4.48513
O: -2.37136 0.57079 3.23904
H: -0.97875 2.02002 -1.72777
H: -2.29135 3.37351 -1.55775
H: -1.16725 2.99673 -0.04953
H: -3.96912 1.97259 -0.26519
H: -3.51204 -0.62579 -1.44703
H: -4.08381 0.85558 -2.48138
H: -2.22620 0.31791 -2.45408
H: -1.75667 -0.30188 0.34941
H: -3.43807 -0.17274 1.14926
H: -2.15375 2.37267 1.93285
H: 0.05139 2.02499 1.47806
H: 1.79224 -0.13832 4.28703
H: 2.71268 -1.51312 2.48752
H: 1.17088 -1.22547 1.43769
H: 3.37337 1.22405 1.70064
H: 3.81267 -0.38370 0.74336
H: 4.02853 0.49251 -1.24213
H: 2.48878 1.07078 -2.16244
H: 0.48157 -4.01791 -4.86691
H: -0.36280 2.58982 4.26902
H: -2.48597 1.96086 4.98630
H: -1.82909 0.21782 5.27380

Atoms 1-3, force components in eV/Å:
C -0.6 0.8 -0.4
C -0.2 -1.4 -0.9
C -0.2 -0.8 0.4

Values from the calculation:
Kohn-Sham gap   8.723 eV
Total charge   +1
Energy relative to the best compared isomer or geometry (same formula, charge and spin)   218.7 kcal/mol
LUMO   -4.56 eV
Largest force on an atom   0.0990 hartree/bohr


(3)
The following is a quantum chemistry calculation of one molecule with the formula C6H13NO in a non-equilibrium geometry, from the Open Molecules 2025 dataset.

Geometry (Å):
C: 2.59756 -0.76302 0.18850
C: 1.11206 -0.63657 0.00853
O: 0.40099 -1.69925 0.39340
C: 0.46708 0.54200 -0.25611
N: 1.12558 1.79393 -0.17798
C: -0.99563 0.58290 -0.27287
C: -1.68283 -0.10940 1.31355
C: -1.69611 -0.19677 -1.37326
H: 2.91621 -0.34252 1.14670
H: 2.85656 -1.82035 0.18078
H: 3.13996 -0.25169 -0.60836
H: -0.56206 -1.30949 0.72498
H: 0.96464 2.38203 -0.98458
H: 2.11226 1.72905 0.02454
H: -1.33950 1.61670 -0.23876
H: -2.02461 -1.12418 1.51815
H: -2.62251 0.43494 1.24003
H: -1.14655 0.31372 2.16098
H: -2.77640 -0.14153 -1.25429
H: -1.40320 -1.24437 -1.39102
H: -1.44349 0.24386 -2.34290

Atoms 1-3, force components in eV/Å:
C -0.2 -0.1 -0.1
C -0.1 2.3 -0.1
O -3.1 0.0 1.0

Values from the calculation:
Kohn-Sham gap   8.159 eV
Total charge   0
Energy relative to the best compared isomer or geometry (same formula, charge and spin)   62.2 kcal/mol
LUMO   0.98 eV
Largest force on an atom   0.0703 hartree/bohr


(4)
The following is a quantum chemistry calculation of a 10-piece molecular cluster, C26H66F3N2O16 overall in a non-equilibrium geometry, from the Open Molecules 2025 dataset.

Geometry (Å):
C: 5.09169 22.71280 32.72775
O: 5.16771 24.09920 32.31748
O: 4.91082 22.02550 31.60410
C: 6.25988 22.31270 33.63952
F: 6.28799 20.98085 33.74544
F: 7.47693 22.72637 33.23138
F: 6.08122 22.82736 34.89183
C: 4.98794 25.09494 33.28317
C: 5.40401 26.41665 32.67462
H: 5.23116 27.23417 33.37109
H: 6.45753 26.36496 32.40179
H: 4.79560 26.66669 31.80286
H: 5.57170 24.97630 34.19009
H: 3.92742 25.14488 33.55766
H: 4.14059 22.65666 33.30635
C: 9.10545 32.50516 32.20287
C: 8.48179 31.17287 32.68178
C: 6.98239 31.13809 32.54317
C: 6.36298 29.93534 33.28160
C: 6.41677 29.99321 34.79661
C: 6.04277 28.67194 35.46948
H: 8.62685 32.81422 31.27073
H: 10.18006 32.45114 32.03808
H: 8.92285 33.25599 32.97684
H: 8.96119 30.38199 32.09395
H: 8.84721 31.02919 33.70214
H: 6.68799 31.00408 31.49942
H: 6.50393 32.05655 32.89940
H: 5.36873 29.74663 32.85105
H: 6.85749 29.05040 32.84898
H: 7.44010 30.23763 35.09293
H: 5.72970 30.76918 35.14624
H: 6.20548 28.69979 36.55029
H: 4.97129 28.48928 35.34059
H: 6.62401 27.84332 35.06505
C: 2.13022 20.93192 36.69260
C: 1.91067 21.50019 38.08931
O: 3.00091 21.10989 38.93175
O: 3.21774 21.58129 36.03906
H: 1.22434 20.96895 36.07380
H: 2.40940 19.88377 36.80747
H: 0.98034 21.08271 38.48288
H: 1.82045 22.59152 38.03905
H: 3.67916 21.80577 38.78205
H: 2.94877 22.48530 35.83486
C: 4.60012 24.33307 28.87872
C: 3.39192 24.89026 29.58433
O: 2.83131 23.98231 30.49259
O: 5.75701 24.61423 29.65986
H: 4.87962 24.82304 27.94203
H: 4.44008 23.27343 28.65934
H: 2.63417 25.21274 28.85243
H: 3.62298 25.85474 30.05937
H: 3.54352 23.42412 30.89144
H: 5.67182 24.23728 30.56276
C: 6.10258 20.00478 36.84166
C: 7.36618 19.18120 36.83032
O: 7.06893 17.80424 36.83971
O: 5.50743 19.84391 38.14787
H: 5.39105 19.65723 36.09160
H: 6.33630 21.06074 36.67253
H: 8.07786 19.41921 37.62923
H: 7.86962 19.49533 35.90640
H: 6.24843 17.65496 37.31744
H: 4.58897 20.17051 38.13516
C: 6.03982 25.05135 38.96869
C: 5.02025 24.14446 39.62345
O: 5.23088 22.76587 39.27326
O: 5.78463 25.24515 37.59713
H: 7.06358 24.67479 39.10831
H: 6.01435 26.04588 39.42666
H: 4.02821 24.40932 39.25567
H: 5.06859 24.30577 40.70705
H: 5.81994 22.36049 39.91666
H: 6.03862 24.50499 37.04276
C: 9.28901 21.66336 29.16378
C: 8.20764 22.02424 30.14897
O: 6.99339 21.60312 29.65368
O: 9.38509 20.23206 28.98459
H: 10.28388 22.02205 29.43530
H: 9.09545 22.10098 28.16651
H: 8.24076 23.12440 30.22125
H: 8.47565 21.58677 31.11442
H: 6.33329 21.65279 30.38332
H: 8.47564 19.90497 28.92190
C: 3.35935 19.36896 32.98263
C: 2.04182 20.04423 32.65531
O: 1.30427 19.23721 31.72105
O: 4.26188 19.36803 31.88682
H: 3.18213 18.32881 33.27286
H: 3.84311 19.91317 33.80619
H: 2.28149 21.05116 32.29173
H: 1.42835 20.08378 33.57145
H: 0.58178 19.77365 31.38306
H: 4.58306 20.31093 31.81415
O: 9.43167 27.81728 28.30131
C: 8.39363 27.31368 28.76568
N: 7.94934 26.06239 28.46508
C: 7.59303 28.05561 29.81593
H: 8.47633 25.54342 27.78174
H: 7.32310 25.50678 29.04725
H: 7.48264 29.12061 29.63916
H: 7.95531 27.88548 30.83325
H: 6.57456 27.64305 29.88190
O: -0.87043 27.11455 32.46364
C: 0.04600 26.43448 32.02375
N: -0.11696 25.61753 30.94811
C: 1.38956 26.44254 32.71855
H: 0.73527 25.29221 30.51131
H: -0.98343 25.42970 30.48921
H: 1.43197 27.43859 33.16142
H: 2.28269 26.37311 32.09743
H: 1.42571 25.69224 33.50426

Atoms 1-3, force components in eV/Å:
C -2.2 0.4 -1.4
O 1.2 -0.2 0.5
O 1.0 -0.3 0.1

Values from the calculation:
Kohn-Sham gap   8.553 eV
Total charge   -1
LUMO   1.94 eV
Largest force on an atom   0.0505 hartree/bohr